(1)
{"formula": "CH3NO2S", "method": "ωB97M-V/def2-TZVPD", "gap_ev": [8.97, 7.08], "e_tot_ev": -17500.883, "e_homo_ev": [-9.15, -8.40], "de_lowest_ev": 4.587, "elements": ["C", "N", "O", "O", "S", "H", "H", "H"], "positions_angstrom": [[-1.472, -0.024, -0.143], [-0.023, 0.440, 0.090], [0.817, -0.507, 0.498], [3.040, 0.750, -0.282], [2.702, -0.433, 0.437], [-1.939, 0.710, 0.393], [-1.471, -1.049, 0.162], [-1.654, 0.114, -1.154]], "forces_ev_per_angstrom": [[4.812, -1.234, 0.934], [0.920, 0.742, -0.689], [0.249, -1.160, 0.113], [0.960, 1.466, -0.841], [-3.621, -0.583, 0.504], [-1.989, 1.271, 1.665], [-0.955, -0.568, 0.367], [-0.376, 0.065, -2.053]], "mulliken_charge": [-0.622, -0.160, -0.231, -0.329, 0.513, 0.237, 0.365, 0.228]}

***

(2)
{"formula": "C12H16N2", "method": "ωB97M-V/def2-TZVPD", "gap_ev": 9.53, "e_tot_ev": -15681.002, "e_homo_ev": -8.59, "de_lowest_ev": 3.097, "elements": ["C", "C", "C", "C", "N", "C", "N", "H", "H", "H", "H", "H", "H", "H", "H", "C", "C", "C", "C", "C", "C", "C", "H", "H", "H", "H", "H", "H", "H", "H"], "positions_angstrom": [[2.824, 0.607, -3.894], [1.525, -0.030, -3.343], [0.784, 1.137, -2.664], [0.544, 2.489, -2.990], [-0.181, 2.952, -1.749], [-0.263, 1.826, -0.834], [0.255, 0.722, -1.377], [2.891, 1.358, -4.584], [3.486, -0.227, -4.273], [3.332, 0.987, -2.973], [0.798, -0.674, -3.969], [1.776, -0.832, -2.707], [0.901, 3.082, -3.788], [-0.494, 3.928, -1.622], [-0.696, 1.567, 0.151], [-2.510, -2.237, 1.330], [-1.720, -1.492, 2.285], [-2.147, -0.694, 3.360], [-1.200, -0.187, 4.293], [0.207, -0.400, 4.002], [0.644, -1.096, 2.887], [-0.292, -1.625, 2.058], [-2.513, -1.915, 0.249], [-3.508, -2.182, 1.461], [-2.239, -3.314, 1.368], [-3.293, -0.719, 3.583], [-1.458, 0.420, 5.163], [0.975, -0.016, 4.612], [1.693, -1.305, 2.814], [-0.122, -2.130, 1.147]], "forces_ev_per_angstrom": [[1.588, -4.064, 2.284], [-1.543, 1.960, -2.112], [-0.909, -1.035, 1.270], [-1.302, -3.318, 5.079], [0.875, -1.582, -0.339], [0.817, -0.755, -2.807], [0.251, 3.404, -1.671], [-0.821, 1.950, -1.934], [-0.481, 0.869, 0.251], [-0.222, -0.224, -0.722], [1.103, 1.658, -0.229], [0.589, -0.170, 1.702], [-0.093, 0.696, -0.358], [0.296, -1.235, 0.154], [-0.156, 1.788, -0.524], [0.847, -1.351, -2.443], [3.440, 1.631, 0.919], [-1.420, -1.243, 0.892], [1.919, -0.330, -1.673], [-2.683, 0.331, 0.200], [-0.358, -0.102, 0.810], [-2.910, 0.392, 0.093], [1.007, -0.088, 0.908], [-3.512, 0.060, 1.233], [-0.128, 0.616, -0.195], [2.211, 0.515, -0.347], [-0.156, -0.342, -0.301], [0.444, 0.540, 1.054], [0.347, 0.115, -0.465], [0.959, -0.687, -0.728]], "mulliken_charge": [-1.157, -0.322, 0.290, -0.603, -0.146, -0.302, -0.370, 0.389, 0.287, 0.307, 0.264, 0.298, 0.408, 0.208, 0.450, -1.667, 0.957, -0.348, -0.584, -0.278, -0.720, -0.274, 0.289, 0.536, 0.308, 0.216, 0.360, 0.397, 0.388, 0.417]}